one | Here is a 2-piece molecular cluster, CH4BrP overall from OMol25. Energies are from ωB97M-V with the def2-TZVPD basis set.

Its net charge is 0. Its spin multiplicity is 1. The orbital gap (alpha / beta) comes out at 8.5 / 8.6 eV.

Cartesian coordinates (Å):
C  0.14785  -0.08432  -0.96463
P  1.50051  -1.09380  -0.00296
Br  3.23237  0.20388  0.05284
H  0.57198  0.88888  -0.92196
H  -0.88029  -0.14448  -0.70648
H  0.31078  -0.37780  -1.98816
H  1.10983  -1.41036  3.42979

two | Here is a 2-piece molecular cluster, CH4BrP overall from OMol25. Energies are from ωB97M-V with the def2-TZVPD basis set.

Its net charge is 0. Its spin multiplicity is 1. The orbital gap comes out at 9.8 eV.

Cartesian coordinates (Å):
C  0.47716  -0.72562  -0.88406
P  1.54113  0.18344  -0.00956
H  -0.19963  -1.50225  -0.40883
H  -0.11388  -0.46412  -1.90912
H  1.67076  1.28318  -0.99649
Br  -1.85723  0.87574  1.48675
H  -1.51830  0.34964  2.72131

three | Here is a 2-piece molecular cluster, CH4BrP overall from OMol25. Energies are from ωB97M-V with the def2-TZVPD basis set.

Its net charge is 0. Its spin multiplicity is 1. The orbital gap (alpha / beta) comes out at 7.7 / 6.4 eV.

Cartesian coordinates (Å):
C  -0.18915  0.18682  -0.79631
P  1.23482  -0.05034  0.26836
Br  -0.42744  0.86179  2.88895
H  -0.94103  -0.23042  -0.05348
H  -0.31386  -0.42822  -1.74466
H  -0.55824  1.14457  -0.71271
H  1.19491  -1.48419  0.14985

Stability ranking, top entry: two; the second entry is 7.6 kcal/mol less favorable.

one | Here is an isolated ion of composition C3H5N2O2S and charge +1 from OMol25. Energies are from ωB97M-V with the def2-TZVPD basis set.

Its net charge is +1. Its spin multiplicity is 1. The orbital gap comes out at 6.1 eV.

Cartesian coordinates (Å):
C  0.11418  0.33218  0.23735
C  -0.74112  -1.84987  -0.07447
C  -0.53131  1.63780  -0.00715
N  1.37809  -0.00911  0.23961
N  -1.07237  -0.64596  0.32279
O  3.46644  -0.36451  -0.81798
O  -2.18601  -0.30397  0.63497
S  2.96307  0.23326  0.39263
H  -1.46244  -2.52374  -0.19597
H  0.22866  -2.18323  -0.26820
H  -1.24018  1.44399  -0.92337
H  0.25753  2.35859  -0.34662
H  -1.17454  1.87456  0.80641

two | Here is an isolated ion of composition C3H5N2O2S and charge +1 from OMol25. Energies are from ωB97M-V with the def2-TZVPD basis set.

Its net charge is +1. Its spin multiplicity is 1. The orbital gap comes out at 7.4 eV.

Cartesian coordinates (Å):
O  -3.03779  -0.37431  1.31750
N  -1.87563  -0.60393  1.57001
C  -0.75609  0.00715  0.91497
N  -0.70442  -0.45810  -0.40018
C  0.58988  -0.82900  -1.11143
S  2.03902  0.15856  -0.79699
C  1.31176  1.20124  0.38089
O  0.37339  0.52350  1.35337
H  -1.58288  -0.53735  -0.88159
H  0.55663  -1.87531  -0.81466
H  0.45034  -0.80934  -2.29349
H  2.02404  1.72098  1.03465
H  0.61174  1.87591  -0.27305

Stability ranking, top entry: two; the second entry is 19.5 kcal/mol less favorable.

one | Here is one molecule with the formula C3H6N2O2 from OMol25. Energies are from ωB97M-V with the def2-TZVPD basis set.

Its net charge is 0. Its spin multiplicity is 1. The orbital gap comes out at 10.2 eV.

Cartesian coordinates (Å):
O  -1.46355  1.17616  1.30822
C  -0.73226  0.40327  0.67455
N  -0.01038  -0.56447  1.22908
C  0.91045  -1.12619  0.11143
C  0.70418  -0.08880  -0.95984
N  -0.63266  0.38344  -0.65049
O  -0.95986  1.75872  -0.99846
H  -0.54382  -1.02403  1.93554
H  0.46076  -2.01604  -0.22792
H  1.94879  -1.18690  0.56410
H  0.62660  -0.38820  -1.98995
H  1.40898  0.86964  -0.79269
H  -1.71723  1.80338  -0.20357

two | Here is C3H6N2O2 as an isolated structure from OMol25. Energies are from ωB97M-V with the def2-TZVPD basis set.

Its net charge is 0. Its spin multiplicity is 1. The orbital gap comes out at 10.0 eV.

Cartesian coordinates (Å):
N  -1.19340  -0.46473  -1.19667
C  -0.67444  0.12984  0.00117
O  -1.62891  0.54027  0.85533
C  -0.38193  -0.69274  1.14909
O  1.67816  -0.87711  0.52130
C  1.68306  0.24200  0.01286
N  0.54971  0.92610  -0.26014
H  -2.09940  -0.05385  -1.39214
H  -0.57024  -0.33160  -1.98240
H  -0.65851  -1.74437  1.19155
H  0.09067  -0.24744  2.00873
H  2.63558  0.72717  -0.23122
H  0.56965  1.84646  -0.67748

three | Here is one molecule with the formula C3H6N2O2 from OMol25. Energies are from ωB97M-V with the def2-TZVPD basis set.

Its net charge is 0. Its spin multiplicity is 1. The orbital gap comes out at 10.2 eV.

Cartesian coordinates (Å):
N  2.09959  -0.00743  0.83203
C  1.16255  0.11733  -0.22205
C  0.21022  1.33901  -0.41983
N  -0.88278  0.28308  -0.62688
O  -2.14608  0.42237  0.02266
C  -0.09612  -0.75243  -0.09896
O  -0.38158  -1.79428  0.39656
H  3.01433  0.54311  0.61695
H  1.70454  0.53568  1.72071
H  1.71817  -0.35148  -1.15637
H  0.04333  1.81270  0.51475
H  0.23410  1.93840  -1.30388
H  -2.67079  0.34390  -0.73696

four | Here is one molecule with the formula C3H6N2O2 from OMol25. Energies are from ωB97M-V with the def2-TZVPD basis set.

Its net charge is 0. Its spin multiplicity is 1. The orbital gap comes out at 10.3 eV.

Cartesian coordinates (Å):
H  2.23067  -0.92978  0.48489
N  1.36813  -0.69576  0.07565
C  0.53249  -0.08321  0.80710
N  0.64880  0.11509  2.25361
O  -0.63981  0.64084  0.36869
C  -1.19032  -0.19539  -0.71357
C  -0.66661  0.38451  -1.93819
O  -0.94182  -0.11537  -3.00400
H  0.06900  0.86883  2.91537
H  1.67145  0.70998  2.07703
H  -0.84886  -1.28015  -0.51907
H  -2.30776  -0.58196  -0.86135
H  0.07464  1.16236  -1.94615

Stability ranking, top entry: two; the second entry is 3.9 kcal/mol less favorable.

one | Here is a 2-piece molecular cluster, CHNOS2 overall from OMol25. Energies are from ωB97M-V with the def2-TZVPD basis set.

Its net charge is 0. Its spin multiplicity is 1. The orbital gap comes out at 7.4 eV.

Cartesian coordinates (Å):
O  1.00815  -1.55850  -1.25757
C  0.05705  -0.95753  -1.62164
S  -1.17018  -0.15633  -2.05825
N  0.17353  0.39210  1.79571
S  0.66017  1.86913  1.76247
H  -0.72872  0.41113  1.37928

two | Here is one molecule with the formula CHNOS2 from OMol25. Energies are from ωB97M-V with the def2-TZVPD basis set.

Its net charge is 0. Its spin multiplicity is 1. The orbital gap (alpha / beta) comes out at 6.4 / 6.4 eV.

Cartesian coordinates (Å):
C  0.12659  -0.64505  0.21282
N  -0.45321  1.55853  0.02147
O  0.46302  0.58508  0.23657
S  0.88766  -2.09017  -0.29184
S  -1.26290  -1.67163  -0.08150
H  0.23885  2.26324  -0.09752

Stability ranking, top entry: one; the second entry is 90.6 kcal/mol less favorable.